Molecular formula: C73H78AsN11O8PSTl
Method: DFT, wB97M-V/def2-TZVPD

Geometry as XYZ:
```
174
Properties=species:S:1:pos:R:3:lowdin_charge:R:1
Tl 0.68901 -0.33711 -0.16859 1.015
C 1.93000 -6.60040 7.59563 -0.089
O 1.34852 -6.73195 6.31689 -0.081
C 1.51917 -5.71462 5.43413 -0.284
C 2.30606 -4.59278 5.65639 -0.009
C 2.37050 -3.59238 4.69440 -0.033
C 1.64343 -3.66695 3.51115 -0.192
C 0.91119 -4.83589 3.27904 -0.030
C 0.84630 -5.84051 4.22052 0.009
C 1.62272 -2.57312 2.50321 -0.044
C 2.09288 -2.88836 1.22117 -0.225
C 2.84391 -4.08258 0.92031 0.022
C 3.42102 -3.89206 -0.28792 0.020
C 3.01383 -2.58760 -0.74548 -0.237
N 2.17516 -2.02854 0.17223 0.062
C 3.55136 -1.95102 -1.86805 -0.105
C 3.25556 -0.64681 -2.30405 -0.251
C 3.83874 -0.03950 -3.47189 0.006
C 3.29885 1.20137 -3.58165 0.003
C 2.39092 1.36451 -2.48002 -0.274
C 1.71060 2.56379 -2.19957 -0.063
C 1.70874 3.61503 -3.25274 -0.180
C 1.21101 3.32234 -4.51987 -0.045
C 1.17299 4.26830 -5.53445 -0.020
C 1.65995 5.54939 -5.30212 -0.296
O 1.66781 6.54485 -6.22793 -0.080
C 1.21700 6.22983 -7.52908 -0.085
C 2.18577 5.85359 -4.04886 0.006
C 2.20804 4.90348 -3.04610 -0.025
C 1.14372 2.83483 -0.95595 -0.228
N 1.14556 1.96807 0.10207 0.063
C 0.88536 2.70471 1.21287 -0.327
C 0.87456 2.23976 2.53248 -0.126
C 0.65301 3.23972 3.60707 -0.209
C -0.45013 3.13260 4.46009 -0.051
C -0.66199 4.05293 5.46652 0.001
C 0.22702 5.10995 5.65698 -0.285
O -0.06033 5.95804 6.67947 -0.083
C 0.77135 7.08532 6.84899 -0.090
C 1.32110 5.23554 4.81067 -0.013
C 1.52111 4.30716 3.79608 -0.024
C 1.01682 0.90388 2.91554 -0.232
C 1.03417 0.47715 4.29256 0.011
C 1.15262 -0.86728 4.28562 -0.004
C 1.28284 -1.27526 2.90733 -0.209
N 1.17536 -0.17620 2.10147 0.079
C 0.61316 4.07059 0.83558 -0.018
C 0.72541 4.14193 -0.50826 0.004
N 2.36749 0.22311 -1.73287 0.066
C 4.59963 -2.68916 -2.63215 -0.220
C 4.30418 -3.83229 -3.37560 -0.033
C 5.29033 -4.49345 -4.08075 0.007
C 6.60564 -4.03574 -4.05113 -0.285
O 7.50309 -4.75406 -4.77521 -0.083
C 8.87166 -4.43627 -4.62358 -0.086
C 6.91677 -2.90406 -3.30723 -0.007
C 5.91473 -2.24113 -2.61181 -0.021
H 1.61538 -7.47805 8.15461 0.091
H 1.57567 -5.70259 8.11077 0.096
H 3.02246 -6.57759 7.54347 0.093
H 2.87815 -4.48375 6.56790 0.103
H 3.01732 -2.74227 4.86618 0.121
H 0.36902 -4.94028 2.35049 0.086
H 0.26150 -6.73428 4.04532 0.123
H 2.96044 -4.92488 1.58067 0.115
H 4.08009 -4.56173 -0.81406 0.111
H 4.55373 -0.50404 -4.12954 0.111
H 3.51347 1.95225 -4.32287 0.113
H 0.83570 2.32978 -4.71554 0.098
H 0.76256 3.98937 -6.49507 0.106
H 1.38038 7.12212 -8.12751 0.093
H 0.15152 5.98095 -7.53720 0.094
H 1.78383 5.39981 -7.96012 0.095
H 2.58181 6.84663 -3.88007 0.121
H 2.64372 5.15918 -2.08941 0.121
H -1.15423 2.32377 4.30385 0.106
H -1.51522 3.97538 6.12872 0.121
H 0.36763 7.63778 7.69364 0.091
H 0.76027 7.72412 5.96088 0.095
H 1.80153 6.79652 7.07568 0.093
H 2.03142 6.04183 4.93112 0.101
H 2.38382 4.41617 3.15067 0.125
H 0.95967 1.12424 5.14851 0.114
H 1.15736 -1.52037 5.13899 0.103
H 0.34575 4.86129 1.51572 0.110
H 0.55666 4.99805 -1.13856 0.105
H 3.28788 -4.20940 -3.39836 0.115
H 5.07063 -5.37645 -4.66642 0.120
H 9.41218 -5.17429 -5.21030 0.092
H 9.17931 -4.50648 -3.57650 0.097
H 9.10368 -3.43680 -5.00215 0.093
H 7.92585 -2.51888 -3.26039 0.104
H 6.15560 -1.35812 -2.03356 0.129
C -3.39435 0.29868 -1.35726 -0.019
C -2.25957 0.48398 -2.28388 -0.304
N -0.96703 0.30558 -2.09541 0.104
C -0.38084 0.37407 -3.33983 -0.142
C -1.31377 0.63259 -4.28356 -0.065
N -2.51060 0.71100 -3.60955 -0.016
C -3.77715 1.01215 -4.21058 -0.067
N -4.24945 2.32694 -3.84541 -0.056
N -5.54073 2.50485 -3.48850 0.058
N -5.76453 3.74243 -3.28791 0.068
C -4.60003 4.44349 -3.49749 -0.256
C -4.31195 5.80494 -3.37934 -0.018
C -3.01239 6.19373 -3.61336 -0.079
C -2.01653 5.26833 -3.97631 -0.060
C -2.28611 3.92529 -4.11577 0.010
C -3.59919 3.52723 -3.86087 -0.166
H -3.07333 0.25703 -0.32399 -0.022
H -4.14397 1.08093 -1.47403 0.061
H -3.87402 -0.66217 -1.57732 0.105
H 0.66492 0.18768 -3.47988 0.091
H -1.24713 0.74809 -5.35195 0.125
H -4.55337 0.31562 -3.89389 0.140
H -3.64743 0.95225 -5.29246 0.143
H -5.08962 6.50927 -3.11792 0.114
H -2.74158 7.23661 -3.51237 0.103
H -1.00707 5.62163 -4.14941 0.096
H -1.51034 3.22242 -4.38393 0.083
N 0.80401 -2.60032 -3.12290 0.020
C 0.02748 -3.17827 -4.05627 -0.088
C -1.24942 -3.20009 -3.54790 -0.061
C -1.13887 -2.60347 -2.28008 -0.175
N 0.11078 -2.24004 -2.03527 0.023
H 1.79418 -2.41950 -3.14876 0.109
H 0.42258 -3.52773 -4.99507 0.114
H -2.13134 -3.59117 -4.02469 0.098
H -1.90285 -2.41604 -1.54607 0.091
C -3.04124 -5.16285 -1.11045 -0.021
C -2.53227 -4.61206 0.22330 -0.596
C -1.00702 -4.74997 0.31640 -0.021
C -3.20116 -5.40224 1.35112 -0.027
O -2.95344 -3.23633 0.26555 -0.175
P -2.41573 -2.01462 1.20062 0.301
O -3.55983 -1.09373 1.34049 -0.300
O -1.10417 -1.54630 0.58516 -0.345
O -2.03715 -2.75964 2.58234 -0.165
C -2.75340 -2.57819 3.83377 -0.599
C -4.21712 -3.01460 3.71697 -0.027
C -2.00656 -3.45992 4.83087 -0.019
C -2.68804 -1.11610 4.26582 -0.026
H -2.90567 -6.24412 -1.13464 0.089
H -2.49558 -4.72313 -1.94449 0.047
H -4.10148 -4.93303 -1.22330 0.093
H -0.73417 -5.76249 0.61821 0.094
H -0.62913 -4.03112 1.03831 0.046
H -0.53300 -4.52897 -0.63875 0.078
H -3.05021 -6.46997 1.18695 0.086
H -4.27271 -5.19742 1.36220 0.093
H -2.77792 -5.13100 2.31587 0.062
H -4.30632 -4.09897 3.64145 0.071
H -4.64484 -2.56765 2.82172 0.074
H -4.77590 -2.67443 4.58911 0.087
H -2.00256 -4.49761 4.49279 0.077
H -2.48320 -3.40527 5.81012 0.092
H -0.96762 -3.13399 4.90526 0.075
H -3.17910 -0.49381 3.51754 0.057
H -1.65250 -0.80201 4.32827 0.070
H -3.16781 -0.98373 5.23719 0.090
C -5.05299 2.34943 2.52444 -0.237
As -3.59289 3.03920 1.44259 0.714
C -4.39272 3.55274 -0.26392 -0.256
C -3.13279 4.78714 2.17637 -0.249
S -1.93895 1.81969 1.32521 0.363
H -6.00375 2.76725 2.19612 0.032
H -4.87663 2.59724 3.57009 0.032
H -5.05212 1.26634 2.39853 0.025
H -4.72460 4.58920 -0.21582 0.036
H -5.23878 2.91220 -0.50672 0.029
H -3.62322 3.45636 -1.02922 0.021
H -2.46266 5.25462 1.45511 0.028
H -2.59651 4.65348 3.11421 0.014
H -4.01574 5.40860 2.32330 0.034
```

Output
Energy relative to the best compared isomer or geometry (same formula, charge and spin) ... 1.2 kcal/mol
Total energy ... -195396.308 eV
Frontier orbital gap ... 5.503 eV

Molecular formula: C7H8
Method: DFT, wB97M-V/def2-TZVPD

Geometry as XYZ:
```
15
Properties=species:S:1:pos:R:3:lowdin_charge:R:1
C -1.10819 -0.66716 -1.04442 -0.052
C -0.30509 -0.05627 0.10782 -0.566
C -1.14931 0.07445 1.37453 -0.051
C 0.99121 -0.82246 0.30881 -0.020
C 2.14086 -0.42665 0.01058 0.033
C 0.34691 1.24266 -0.34104 -0.016
C 1.57349 1.39265 -0.55720 0.027
H -0.48435 -0.75725 -1.93834 0.090
H -1.96323 -0.02674 -1.27276 0.085
H -1.46715 -1.65832 -0.75807 0.085
H -1.51959 -0.91067 1.66720 0.083
H -0.57256 0.49413 2.20399 0.088
H -2.00350 0.72562 1.17551 0.083
H 3.18439 -0.69006 -0.04981 0.065
H 2.33610 2.08606 -0.88680 0.066
```

Output
Energy relative to the best compared isomer or geometry (same formula, charge and spin) ... 164.1 kcal/mol
Total energy ... -7381.633 eV
Frontier orbital gap (spin up / spin down) ... 7.959 / 7.795 eV

Molecular formula: C22H33N3PS2V
Method: DFT, wB97M-V/def2-TZVPD

Geometry as XYZ:
```
62
Properties=species:S:1:pos:R:3:lowdin_spin:R:1
V -0.19574 -0.73886 0.31414 1.999
S -0.86828 -2.89038 -0.18919 -0.022
C 0.32950 -3.27062 -1.40510 0.015
C 0.06281 -4.40709 -2.24848 0.000
N -0.16830 -5.31562 -2.91415 0.004
C 1.46197 -2.54625 -1.57942 0.018
S 1.86690 -1.17002 -0.59068 -0.015
C 2.40703 -2.90100 -2.60760 0.001
N 3.16190 -3.15266 -3.43752 0.005
C 0.45805 4.23294 -3.68765 0.000
C 0.10541 2.80243 -3.38039 0.000
C 0.22637 1.82285 -4.36291 -0.002
C -0.09752 0.49688 -4.11184 0.001
C 0.08655 -0.57389 -5.15072 0.000
C -0.57038 0.15865 -2.84724 -0.001
C -0.67297 1.11611 -1.84610 0.001
C -0.33536 2.44087 -2.11385 -0.002
N -1.05368 0.67725 -0.54579 -0.044
C -2.24673 1.24142 0.14003 0.003
C -2.82276 0.06263 0.92788 0.004
C -1.84235 2.35931 1.10107 0.001
C -3.30158 1.74041 -0.84164 0.000
H 1.19969 4.28926 -4.48422 0.000
H 0.86937 4.73381 -2.81053 0.000
H -0.41664 4.80056 -4.01187 0.000
H 0.59310 2.10310 -5.34448 0.000
H 0.13445 -0.15368 -6.15493 0.000
H -0.72839 -1.29744 -5.12094 0.000
H 1.01437 -1.12260 -4.97227 0.000
H -0.85311 -0.86519 -2.62601 0.001
H -0.38091 3.18243 -1.32834 0.000
H -2.06873 -0.42026 1.57686 0.004
H -3.22005 -0.69794 0.25666 0.001
H -3.60148 0.37705 1.62710 0.000
H -1.12772 1.99488 1.84432 0.002
H -2.71389 2.74907 1.63345 0.000
H -1.37126 3.18396 0.56990 0.000
H -3.47220 1.01186 -1.63497 0.000
H -3.00720 2.67954 -1.30675 0.000
H -4.24387 1.90195 -0.31327 0.000
C -0.34795 -0.70470 5.37699 -0.001
C -0.73793 -0.60487 3.90483 0.001
P 0.61173 -0.83505 2.68660 0.016
C 1.27165 -2.47689 3.14268 0.000
C 2.38271 -3.05416 2.27746 0.000
C 1.86040 0.40108 3.19834 0.006
C 2.84397 0.82930 2.11754 0.003
H -1.19623 -0.45715 6.01520 0.000
H 0.45937 -0.01620 5.62906 0.000
H -0.02659 -1.71214 5.63874 0.000
H -1.18041 0.37124 3.68660 0.000
H -1.50877 -1.34139 3.66044 0.000
H 0.40410 -3.14420 3.14047 0.000
H 1.60095 -2.38920 4.18297 -0.001
H 2.03323 -3.25414 1.26624 0.000
H 2.73074 -3.99012 2.71433 0.000
H 3.23820 -2.38264 2.20023 0.000
H 2.38432 0.01160 4.07641 0.000
H 1.28842 1.26742 3.54746 0.000
H 3.46027 0.00244 1.76874 0.000
H 3.50500 1.60764 2.49942 0.000
H 2.32644 1.23637 1.24674 0.002
```

Output
Total energy ... -84468.136 eV
Frontier orbital gap (spin up / spin down) ... 7.836 / 7.922 eV
Spin multiplicity ... 3